1.
ORCA calculation (ωB97M-V with the def2-TZVPD basis set) on an isolated ion of composition C26H56N2OPS and charge +1 in a non-equilibrium geometry.

As for the charge: +1. As for the SMILES: CCCCCCCCCCN1CC[NH2+]C[C@@]1(CCCCCCCCCCCOC)[PH2]=S. For the HOMO-LUMO gap, the calculation gives 8.1 eV. The multiplicity is 1.

Geometry as XYZ:
```
87
C26H56N2OPS ωB97M-V with the def2-TZVPD basis set
S 0.6260 4.2967 -5.2627
P 1.5130 3.6995 -3.6043
O 1.0577 -5.1071 3.3649
N -0.2100 1.3732 -3.7534
N 2.0072 -0.2995 -4.9387
C -0.9099 2.9231 4.2370
C 0.6209 3.4585 3.8771
C 2.0508 1.2107 -4.8935
C -2.2859 1.1310 -2.0960
C 1.4797 -2.5336 -0.8071
C -1.0260 -5.4218 0.8441
C -0.4244 -0.1114 -3.8635
C -0.3711 -5.4331 3.5208
C -2.5637 2.0332 1.4334
C 1.9781 1.0880 -2.2618
C -1.3489 -4.8360 2.3462
C 1.6378 1.7590 -0.8081
C 1.2293 1.7719 -3.5479
C 0.2910 -4.7007 0.1711
C 1.6876 2.3257 4.4850
C 0.6180 -0.8869 -4.8966
C -2.0899 3.7777 3.4563
C -3.2689 2.1660 -1.2254
C 1.2601 -3.6393 3.5314
C -3.6352 1.5921 0.2679
C 2.4606 -1.5554 0.0666
C 0.7862 0.6489 0.0518
C -1.1752 2.0744 -2.8389
C 1.7010 -0.3891 0.9301
C -3.2251 2.7879 2.7300
C 0.1450 -3.0703 -0.0230
H -0.0066 1.1172 0.7859
H 1.1085 -0.9160 1.8162
H 2.2523 2.7649 5.4335
H -4.1582 3.4274 2.4193
H 0.3576 -3.1322 4.1026
H 1.2962 -4.8848 0.7562
H -2.5804 4.4870 4.2707
H 1.1653 2.8285 -0.8447
H 2.5437 2.0651 3.7064
H -1.0181 3.0592 5.4117
H -2.0283 1.0565 1.8233
H 1.5995 1.6165 -5.8966
H 2.2948 -3.4803 4.0848
H 2.5609 0.2358 1.4733
H 0.6558 -2.0137 -4.5038
H 2.9258 4.0223 -3.7417
H 1.1343 1.3316 4.7742
H -1.7306 2.7544 0.9932
H 2.6362 -0.7748 -4.2265
H 0.1897 -0.9096 -5.9887
H -1.8626 0.3712 -1.3139
H 3.1818 1.5577 -4.7620
H -4.2740 2.4089 -1.7743
H -0.7781 -2.9160 -0.7640
H -0.2686 -0.6546 -2.8117
H 2.4194 -0.5778 -5.8802
H -0.7067 -5.0049 4.5666
H -2.7075 3.2055 -1.0561
H 0.8338 4.5075 4.3806
H 2.1247 -3.5047 -1.0653
H 3.0196 -2.2489 0.8582
H 1.8238 -0.0723 -2.2128
H 1.1292 -2.1033 -1.8373
H -1.5050 -0.3374 -4.3196
H -1.9926 -5.2171 0.1747
H 0.2071 -0.0165 -0.7518
H -1.5614 4.4926 2.6709
H 3.3316 -1.1390 -0.6348
H -0.9577 1.7759 3.9792
H -3.5955 0.4041 0.2102
H 2.6800 1.8839 -0.2394
H -0.6817 2.7413 -1.9990
H 1.3559 -3.0737 2.5018
H 0.9107 4.3545 -2.4368
H -1.3711 -3.6656 2.3197
H 3.1482 1.2487 -2.4364
H -4.7383 1.8677 0.5576
H -3.5524 1.9987 3.5548
H -2.4611 -5.1801 2.6043
H -1.7899 2.8401 -3.5185
H 0.8240 3.4825 2.7138
H -0.8238 -6.5872 0.8651
H -2.9918 0.6528 -2.9084
H -0.5055 -6.6081 3.5713
H 0.4505 -5.1824 -0.9044
H -0.1292 -2.4920 0.9561
```

The molecule's Löwdin atomic charges, reported in e, are given here: S 0.126; P 0.431; O -0.255; N -0.169; N -0.006; C -0.230; C -0.252; C -0.133; C -0.173; C -0.221; C -0.196; C -0.142; C -0.218; C -0.227; C -0.174; C -0.187; C -0.174; C -0.530; C -0.220; C -0.155; C -0.097; C -0.215; C -0.197; C -0.107; C -0.207; C -0.209; C -0.183; C -0.206; C -0.203; C -0.206; C -0.216; H 0.093; H 0.104; H 0.080; H 0.111; H 0.109; H 0.116; H 0.113; H 0.082; H 0.063; H 0.123; H 0.100; H 0.132; H 0.114; H 0.119; H 0.159; H 0.007; H 0.067; H 0.104; H 0.189; H 0.154; H 0.095; H 0.154; H 0.115; H 0.118; H 0.103; H 0.198; H 0.126; H 0.114; H 0.116; H 0.120; H 0.123; H 0.079; H 0.062; H 0.158; H 0.120; H 0.087; H 0.107; H 0.113; H 0.098; H 0.113; H 0.127; H 0.097; H 0.054; H 0.004; H 0.097; H 0.130; H 0.114; H 0.123; H 0.126; H 0.141; H 0.092; H 0.123; H 0.120; H 0.142; H 0.119; H 0.085

***

2.
ORCA calculation (ωB97M-V with the def2-TZVPD basis set) on C38H51N7O9PPt as an isolated structure in a non-equilibrium geometry.

As for the charge: +1. For the HOMO-LUMO gap, the calculation gives 8.0 eV. The multiplicity is 1.

Geometry as XYZ:
```
107
C38H51N7O9PPt ωB97M-V with the def2-TZVPD basis set
Pt -0.0155 1.3099 -1.1955
P 0.4882 3.3138 -1.9966
O -1.8838 2.5342 1.7682
O -0.0931 -1.0507 -1.8991
O 4.4817 0.5733 1.5671
O -0.7549 4.1800 -2.4944
O 1.1277 4.3566 -0.9854
O 1.5579 3.4124 -3.1913
O 2.3312 -1.2347 3.2595
O -3.0835 -4.5716 -0.2105
O -5.8486 -1.7163 -0.7730
N -2.2062 1.2146 -1.5237
N 0.4455 0.7582 3.1741
N -0.6492 -2.9074 -3.0634
N -3.8347 -2.6568 -1.1915
N -0.2295 0.5489 0.9475
N 0.4913 -3.0700 -1.0320
N 1.9724 1.0712 1.4861
C 1.1363 -2.4693 0.1215
C 3.3677 0.7312 6.1823
C -4.1243 -0.3533 2.2339
C -1.2542 -2.1097 -4.1154
C 2.3527 4.1309 -0.2707
C -1.5267 0.2446 1.4322
C 2.4246 1.7488 6.1445
C 5.8530 0.2459 1.7213
C 2.5915 0.8829 0.2334
C 3.3500 -0.2698 5.2238
C 0.4723 -4.5249 -1.0974
C -4.6814 -1.6004 -1.0955
C -3.2367 -1.3802 1.9493
C -0.5714 5.5186 -3.0016
C 1.4799 1.7724 5.1326
C -4.1016 -0.2512 -1.4061
C 2.3766 -0.2730 4.2338
C -3.0385 2.2065 -1.8629
C -2.7489 0.0096 -1.3015
C -4.4078 2.0344 -1.9767
C -3.7157 0.9711 2.1516
C -2.4152 1.2755 1.7651
C -1.9452 -1.0752 1.5486
C -4.2351 -3.9764 -0.7862
C 2.1873 -2.5705 3.7368
C 1.9499 0.9998 -0.9900
C -0.0687 -2.2894 -1.9880
C 4.0496 0.4341 -2.0758
C 4.7030 0.3762 -0.8463
C 0.5420 -4.9781 -2.5398
C 2.7081 0.7476 -2.1410
C 1.3163 2.6911 -4.4034
C 0.6950 0.7853 1.8274
C -0.6033 -4.3466 -3.3015
C 1.4430 0.7636 4.1760
C 3.9700 0.5984 0.3020
C -2.7521 3.6469 1.6086
C -4.9571 0.7891 -1.7370
H -5.1406 -0.5800 2.5276
H 0.7671 1.7671 -4.2044
H 4.1251 0.7200 6.9546
H 1.0471 -1.3911 0.0689
H -1.2407 -1.8598 1.2951
H 0.6645 -2.8177 1.0444
H 2.2837 2.4615 -4.8410
H 0.7534 2.5742 5.0734
H -4.5851 -4.5645 -1.6406
H 2.9818 -2.8424 4.4320
H -1.5535 -4.8016 -3.0041
H 1.3315 -4.8903 -0.5349
H 3.1090 3.6955 -0.9238
H -6.0223 0.6063 -1.7913
H -3.1623 3.6681 0.5979
H -5.0505 -3.8710 -0.0704
H 2.1662 3.4768 0.5791
H -1.2987 -1.0706 -3.8063
H 1.4953 -4.6669 -2.9726
H -1.5452 5.9977 -2.9620
H -0.2211 5.4739 -4.0308
H 1.2196 -2.6975 4.2276
H -3.2754 -5.4999 -0.0431
H -2.8918 -2.5445 -1.5275
H -2.1413 4.5315 1.7682
H 4.6066 0.2440 -2.9842
H 2.6847 5.1058 0.0750
H 5.7598 0.1589 -0.7994
H -0.4825 -4.5029 -4.3748
H 6.0638 -0.7506 1.3276
H -2.5855 3.1643 -2.0602
H -3.5541 -2.4121 2.0230
H -3.5674 3.6499 2.3314
H 2.1951 -2.7399 0.1468
H -4.4106 1.7593 2.4053
H 2.2449 -3.2169 2.8647
H 0.7398 3.3091 -5.0920
H -2.2635 -2.4712 -4.3298
H 6.4913 0.9783 1.2231
H 2.4347 2.5310 6.8914
H -0.4940 0.9938 3.4515
H 0.1386 6.0663 -2.3878
H -2.0485 -0.7630 -1.0256
H -5.0242 2.8783 -2.2532
H 0.4796 -6.0641 -2.6041
H 6.0481 0.2632 2.7895
H -0.6689 -2.1799 -5.0360
H 2.2251 0.7906 -3.1087
H 2.6319 1.1022 2.2513
H 4.0900 -1.0594 5.2409
H -0.4327 -4.9118 -0.6154
```

Results of the Löwdin charge analysis, in e, for atoms 1 through 99: Pt 1.020; P 0.568; O -0.090; O -0.082; O -0.097; O -0.330; O -0.282; O -0.292; O -0.104; O -0.050; O 0.082; N -0.039; N 0.167; N -0.080; N 0.108; N 0.048; N -0.059; N 0.164; C -0.025; C -0.068; C -0.065; C -0.028; C -0.067; C -0.251; C -0.075; C -0.057; C -0.205; C -0.003; C -0.147; C -0.445; C -0.078; C -0.062; C -0.005; C -0.089; C -0.249; C -0.110; C -0.090; C -0.020; C 0.001; C -0.248; C -0.019; C -0.229; C -0.046; C -0.299; C -0.467; C -0.070; C -0.018; C -0.143; C -0.129; C -0.117; C -0.354; C -0.153; C -0.177; C -0.218; C -0.050; C 0.029; H 0.114; H 0.063; H 0.110; H 0.055; H 0.105; H 0.081; H 0.095; H 0.120; H 0.133; H 0.086; H 0.122; H 0.125; H 0.092; H 0.132; H 0.085; H 0.127; H 0.074; H 0.078; H 0.127; H 0.093; H 0.087; H 0.104; H 0.096; H 0.117; H 0.098; H 0.108; H 0.096; H 0.105; H 0.125; H 0.100; H 0.090; H 0.107; H 0.085; H 0.104; H 0.109; H 0.080; H 0.088; H 0.094; H 0.099; H 0.108; H 0.148; H 0.087; H 0.085

***

3.
ORCA calculation (ωB97M-V with the def2-TZVPD basis set) on a 3-piece molecular cluster, H3N3O2 overall in a non-equilibrium geometry.

Its expectation value of S² is 2.01. As for the charge: -2. For the HOMO-LUMO gap (alpha / beta), the calculation gives 5.8 / 3.8 eV. The multiplicity is 3.

Geometry as XYZ:
```
8
H3N3O2 ωB97M-V with the def2-TZVPD basis set
O -5.6822 0.3842 4.5786
O -4.4091 -1.0771 5.4529
N 6.5395 -1.3030 -9.2548
N -2.0772 1.5589 6.8399
N -4.6327 0.1263 5.1786
H 7.2183 -0.9107 -9.9293
H 5.7252 -0.6878 -8.9193
H -2.6819 1.9093 6.0535
```

The molecule's Löwdin atomic charges, reported in e, are given here: O -0.254; O -0.267; N -0.365; N 0.058; N -0.432; H -0.341; H -0.294; H -0.105